(1)
Molecular formula: C25H55N16O30
Method: DFT, ωB97M-V/def2-TZVPD

Results
E_HOMO = -4.13 eV
gap between HOMO and LUMO = 0.185 hartree
LUMO level = 0.9051 eV

The geometry in ORCA input format:
```
! wB97M-V def2-TZVPD RIJCOSX def2/J DEFGRID3
* xyz -1 1
N -5.2101 1.1808 2.0232
C -4.0597 0.6348 1.8841
C -2.6778 1.4078 1.9343
N -1.6764 0.5202 1.2913
C -0.5744 0.1401 2.2403
C 0.7767 -0.1901 1.5175
C 0.7109 -1.3408 0.4729
C -0.0448 -1.3237 -0.7672
C -0.0462 -2.4134 -1.7460
C 0.7616 -3.6008 -1.4657
C 1.5145 -3.6463 -0.2168
C 1.5047 -2.5550 0.7545
C -1.0417 -0.9479 3.2853
O -1.8728 -0.5767 4.1678
O -0.5930 -2.1536 3.3139
H -5.0357 2.1834 2.1799
H -4.0128 -0.4629 1.6766
H -2.8381 2.3546 1.3427
H -2.4653 1.6291 3.0059
H -1.2703 1.0546 0.5208
H -0.3803 1.0739 2.8631
H 1.5832 -0.3870 2.2630
H 1.0791 0.7456 0.9592
H -0.6754 -0.4304 -1.0127
H -0.6235 -2.3769 -2.6944
H 0.7930 -4.4608 -2.1688
H 2.1332 -4.5551 -0.0315
H 2.1046 -2.6755 1.6866
C 5.6529 -3.1938 -2.6175
N 4.3442 -3.0970 -1.9250
O 4.3464 -2.6918 -0.7827
O 3.3585 -3.4315 -2.5652
H 6.4339 -2.8650 -1.9391
H 5.8020 -4.2340 -2.9009
H 5.6051 -2.5516 -3.4883
C -0.8903 1.8879 6.0578
N -0.2927 2.8557 5.0976
O -0.7275 2.8495 3.9664
O 0.5938 3.5851 5.5174
H -1.6571 1.3094 5.5414
H -0.0909 1.2390 6.4080
H -1.3201 2.4633 6.8758
C 3.3396 -7.0441 2.4993
N 3.9374 -6.1037 1.5162
O 3.4770 -6.1096 0.3878
O 4.8429 -5.3950 1.9081
H 2.5474 -7.6002 2.0052
H 4.1302 -7.7093 2.8405
H 2.9413 -6.4515 3.3205
C -0.6765 -7.9403 0.2606
N 0.3214 -8.9989 0.5742
O 0.2676 -10.0323 -0.0642
O 1.1265 -8.7515 1.4536
H -1.3222 -8.2969 -0.5363
H -1.2475 -7.7490 1.1666
H -0.1274 -7.0537 -0.0530
C 3.8804 0.6153 -2.7598
N 5.1966 0.4260 -3.4331
O 5.4587 1.1499 -4.3750
O 5.9180 -0.4470 -2.9868
H 3.3466 1.4194 -3.2579
H 3.3310 -0.3217 -2.8402
H 4.0766 0.8672 -1.7193
C 2.5178 3.4842 2.9824
N 2.6909 2.7126 1.7235
O 1.9608 2.9927 0.7877
O 3.5520 1.8567 1.7175
H 1.7208 4.2078 2.8431
H 2.2633 2.7789 3.7692
H 3.4624 3.9838 3.1894
C -4.9611 5.9044 2.9939
N -4.8346 4.4361 2.7865
O -4.7093 4.0397 1.6362
O -4.8643 3.7379 3.7767
H -4.9180 6.3973 2.0298
H -5.9189 6.0842 3.4784
H -4.1372 6.2156 3.6235
C -4.4004 10.2915 4.2446
N -4.2729 8.8223 4.0526
O -4.1529 8.4143 2.9107
O -4.2977 8.1352 5.0540
H -4.3620 10.7748 3.2726
H -5.3554 10.4767 4.7312
H -3.5704 10.6132 4.8695
C -5.1325 2.4321 -1.1855
N -3.7424 2.2745 -1.6920
O -3.1988 1.2025 -1.5193
O -3.2449 3.2404 -2.2480
H -5.4432 1.5025 -0.7170
H -5.1257 3.2441 -0.4615
H -5.7686 2.6657 -2.0359
C 5.8443 4.5446 -0.4833
N 5.2031 4.9248 0.8030
O 5.7008 4.4938 1.8255
O 4.2223 5.6411 0.7372
H 6.6990 3.9086 -0.2720
H 5.1019 4.0117 -1.0738
H 6.1570 5.4618 -0.9772
C 5.6943 -5.1622 -6.8741
N 6.4379 -4.8325 -5.6295
O 6.7246 -3.6672 -5.4409
O 6.7050 -5.7586 -4.8880
H 5.5266 -4.2461 -7.4331
H 6.3045 -5.8579 -7.4457
H 4.7497 -5.6146 -6.5808
C -9.1418 1.6610 -4.0945
N -8.4454 2.0091 -2.8281
O -8.1663 3.1846 -2.6469
O -8.2069 1.0913 -2.0658
H -9.2891 2.5687 -4.6726
H -8.5103 0.9579 -4.6329
H -10.0963 1.2114 -3.8304
C -0.7994 -9.1873 -4.2992
N -2.1301 -9.0558 -3.6482
O -2.1529 -8.6572 -2.5003
O -3.0998 -9.3579 -4.3144
H -0.0329 -8.8855 -3.5910
H -0.6750 -10.2300 -4.5821
H -0.7964 -8.5385 -5.1721
C 0.5919 5.1647 -0.6845
N 0.9410 5.9272 -1.9135
O 0.1073 6.6951 -2.3560
O 2.0425 5.7271 -2.3910
H -0.4116 5.4422 -0.3743
H 0.6409 4.1073 -0.9295
H 1.3192 5.4254 0.0804
*
```

(2)
Molecular formula: C12H27NOSi
Method: DFT, ωB97M-V/def2-TZVPD

Results
E_HOMO = -9.55 eV
SMILES = [H]/N=C(/C)C[Si@H](O)CCCCCCCCC
gap between HOMO and LUMO = 0.374 hartree
LUMO level = 0.6297 eV
energy above the lowest of the compared OMol25 structures with the same formula, charge and spin = 0.000 eV

The geometry in ORCA input format:
```
! wB97M-V def2-TZVPD RIJCOSX def2/J DEFGRID3
* xyz 0 1
H -0.0563 -4.1989 -2.9456
N 0.7085 -4.4562 -2.2695
C 1.0105 -3.3998 -1.4333
C 2.1576 -3.5674 -0.2354
C 0.1433 -2.0093 -1.6557
Si 1.2176 -0.4671 -2.0959
O 1.7808 -0.4579 -3.7961
C 2.7094 -0.1613 -0.9134
C 2.2684 0.4293 0.5633
C 1.6942 1.9750 0.4285
C 0.1873 2.1640 1.1286
C -0.9416 2.7483 0.0965
C -2.4708 2.2246 0.3508
C -2.8474 1.8603 1.9001
C -3.0838 0.2712 2.2160
C -2.2122 -0.7689 1.3018
H 2.2084 -4.6941 0.1183
H 1.8583 -2.8135 0.6113
H 3.2038 -3.3266 -0.7285
H -0.6364 -2.1290 -2.5522
H -0.5239 -1.8741 -0.6831
H 0.3146 0.7051 -1.9642
H 1.7832 0.5280 -4.0271
H 3.4060 -1.1209 -0.7915
H 3.4144 0.6590 -1.4117
H 1.5454 -0.2878 1.1533
H 3.2735 0.4626 1.2057
H 1.6904 2.3571 -0.6790
H 2.4840 2.6535 1.0127
H -0.1281 1.2059 1.7265
H 0.3544 3.0131 1.9514
H -0.6101 2.5282 -1.0289
H -0.9320 3.9341 0.1974
H -3.1870 3.1218 0.0224
H -2.6812 1.3647 -0.4293
H -2.1033 2.2698 2.7096
H -3.8888 2.3990 2.1266
H -2.7331 0.1000 3.3435
H -4.2432 -0.0097 2.2097
H -2.9736 -1.3003 0.5515
H -1.8325 -1.6369 2.0150
H -1.3285 -0.2951 0.6999
*
```

(3)
Molecular formula: C20H19CdClN7O5S
Method: DFT, ωB97M-V/def2-TZVPD

Results
E_HOMO (spin up / spin down) = -10.53 / -11.99 eV
gap between HOMO and LUMO (spin up / spin down) = 0.226 / 0.285 hartree
LUMO level (spin up / spin down) = -4.3650 / -4.2311 eV
energy above the lowest of the compared OMol25 structures with the same formula, charge and spin = 7.222 eV

The geometry in ORCA input format:
```
! wB97M-V def2-TZVPD RIJCOSX def2/J DEFGRID3
* xyz 1 1
Cd -1.4840 0.5121 0.9686
C -3.3621 1.6353 -4.9232
C -3.9084 1.6754 -3.5488
N -5.1502 1.8364 -3.2242
N -5.1623 1.8012 -1.8649
C -3.9561 1.6095 -1.3254
S -3.6457 1.6150 0.3402
N -3.1356 1.5272 -2.4104
N -1.7568 1.3301 -2.3398
H -4.1760 1.8107 -5.6205
H -2.9222 0.6629 -5.1468
H -2.6034 2.4045 -5.0667
H -6.0258 1.9277 -1.3581
H -1.2775 2.2293 -2.3754
H -1.4755 0.7802 -3.1490
O 0.7073 1.0950 6.5490
C 1.7009 0.7219 5.7706
O 2.8007 0.4697 6.1860
C 1.4225 0.6174 4.2962
C 2.3836 0.3149 3.3487
Cl 4.0407 0.0756 3.5840
N 1.7866 0.2921 2.1176
N 0.4773 0.6193 2.2571
C 0.2423 0.7898 3.5426
C -1.1939 1.0482 3.9607
O -1.4045 1.3623 5.1251
O -2.0659 0.8964 3.0500
C 2.2076 -0.0789 0.8272
C 1.2934 0.1993 -0.2867
C 2.0980 -0.8468 -2.4948
C 3.1606 -1.7748 -1.9142
C 3.7633 -1.4867 -0.5897
C 3.3652 -0.8303 0.5644
H -0.1542 1.2128 6.0534
H -0.3473 -0.4761 -1.2748
H 2.1431 -0.6835 -3.5653
H 3.8604 -2.2197 -2.6077
H 4.7443 -1.9378 -0.4953
H 4.0673 -0.9393 1.3746
O -1.6902 -1.8944 1.3069
C -0.4057 -2.5132 1.1821
C 0.2286 -2.0101 -0.0831
C 0.9621 -2.7438 -0.9028
C 1.7188 -2.2477 -2.0691
C 2.0533 0.3565 -1.6066
C 1.1593 1.4095 -1.1171
N 0.0583 -0.6065 -0.3529
H -2.0824 -2.1192 2.1607
H -0.5061 -3.6007 1.1327
H 0.2126 -2.2567 2.0510
H 1.0590 -3.8061 -0.7098
H 1.6181 -2.9101 -2.9241
H 3.0796 0.7230 -1.4870
H 1.4776 2.4215 -0.9150
*
```

(4)
Molecular formula: C6H12S2
Method: DFT, ωB97M-V/def2-TZVPD

Results
E_HOMO = -8.52 eV
SMILES = CSC1(SC)C[C@@H]1C
gap between HOMO and LUMO = 0.340 hartree
LUMO level = 0.7358 eV
energy above the lowest of the compared OMol25 structures with the same formula, charge and spin = 3.882 eV

The geometry in ORCA input format:
```
! wB97M-V def2-TZVPD RIJCOSX def2/J DEFGRID3
* xyz 0 1
C 2.5023 -0.3740 0.4506
S 1.4643 -0.3195 -1.0625
C -0.2354 -0.0459 -0.7716
S -0.9293 1.7072 -0.8744
C 0.4581 2.3687 0.2997
C -1.0773 -1.0619 -1.4762
C -0.9216 -1.1508 -0.0033
C -1.9655 -0.8231 0.8814
H 2.6456 0.3750 1.1747
H 3.4509 -0.8398 -0.1325
H 1.8965 -1.1761 1.1155
H 0.1672 2.2437 1.3611
H 1.5048 1.9580 -0.1788
H 0.5862 3.5563 0.0698
H -1.9351 -0.4878 -1.9347
H -0.6613 -1.5338 -2.3083
H -0.2377 -1.9813 0.0737
H -2.5358 -1.7161 0.9609
H -2.5202 -0.1364 0.4225
H -1.6567 -0.5627 1.9325
*
```